Entry 1:
DFT (the ωB97M-V functional and the def2-TZVPD basis) results for C31H56AlIN7O2 as an isolated structure.

```
98
Properties=species:S:1:pos:R:3
C 3.027 -3.693 3.307
C 3.055 -2.403 2.480
N 1.960 -2.086 1.930
C 4.388 -1.702 2.382
Al 4.382 0.253 1.873
I 3.303 0.710 -0.494
C 6.359 0.825 1.625
C 6.874 0.070 0.462
O 7.180 0.583 -0.573
C 3.647 1.491 3.319
C 2.251 2.090 3.024
C 1.158 1.081 3.474
C -0.126 1.270 2.661
N 0.122 0.917 1.236
C -0.846 0.134 0.653
C -1.382 -1.090 1.349
O -1.268 0.422 -0.440
H 2.134 -3.706 3.932
H 3.005 -4.530 2.611
H 3.932 -3.759 3.911
H 2.124 -1.229 1.390
H 4.862 -1.771 3.372
H 5.056 -2.280 1.728
H 6.902 0.518 2.526
H 6.458 1.885 1.390
H 6.926 -1.027 0.564
H 4.344 2.332 3.400
H 3.613 0.910 4.246
H 2.122 2.432 1.997
H 2.120 2.964 3.681
H 1.593 0.087 3.348
H 0.940 1.198 4.540
H -0.972 0.739 3.097
H -0.355 2.340 2.692
H 0.120 1.783 0.713
H -2.304 -0.823 1.873
H -1.651 -1.808 0.582
H -0.685 -1.496 2.081
C -5.139 3.339 -3.109
C -3.746 2.821 -2.774
C -3.778 1.641 -1.797
C -4.410 2.047 -0.533
N -4.916 2.363 0.441
H -5.647 3.722 -2.221
H -5.080 4.159 -3.827
H -5.760 2.555 -3.549
H -3.154 3.636 -2.351
H -3.246 2.507 -3.692
H -2.766 1.292 -1.588
H -4.343 0.809 -2.223
C 4.185 -2.385 -3.240
C 5.486 -3.068 -2.837
C 5.259 -4.357 -2.038
C 4.528 -4.062 -0.798
N 3.951 -3.830 0.158
H 3.610 -2.071 -2.368
H 4.392 -1.491 -3.829
H 3.562 -3.052 -3.843
H 6.086 -2.370 -2.248
H 6.062 -3.307 -3.735
H 6.215 -4.816 -1.781
H 4.684 -5.077 -2.623
C -7.642 -1.092 -2.087
C -8.038 0.313 -1.647
C -8.976 1.008 -2.641
C -8.319 1.138 -3.954
N -7.808 1.233 -4.966
H -7.087 -1.076 -3.026
H -7.001 -1.557 -1.338
H -8.522 -1.725 -2.220
H -7.136 0.914 -1.513
H -8.533 0.259 -0.676
H -9.242 2.003 -2.280
H -9.898 0.439 -2.765
C -8.903 5.882 -2.321
C -9.031 6.441 -0.911
C -9.425 5.367 0.107
C -10.727 4.780 -0.248
N -11.739 4.332 -0.526
H -9.852 5.484 -2.684
H -8.592 6.664 -3.015
H -8.158 5.084 -2.355
H -9.772 7.244 -0.907
H -8.080 6.884 -0.609
H -9.496 5.796 1.107
H -8.677 4.573 0.134
C 10.419 -4.031 0.896
C 9.715 -5.140 1.671
C 8.225 -5.246 1.334
C 7.533 -3.992 1.665
N 6.998 -3.017 1.920
H 10.008 -3.050 1.139
H 11.481 -4.009 1.144
H 10.326 -4.184 -0.181
H 9.837 -4.962 2.741
H 10.196 -6.095 1.448
H 7.764 -6.057 1.898
H 8.087 -5.453 0.272
```

The calculation puts the frontier orbital gap at 7.01 eV. Its multiplicity is 1. The LUMO energy is 1.993 eV. For the energy relative to the best compared isomer or geometry (same formula, charge and spin), the calculation gives 37.0 kJ/mol. The charge is -1.

---

Entry 2:
DFT (the ωB97M-V functional and the def2-TZVPD basis) results for C31H56BN6OSSn as an isolated structure.

```
97
Properties=species:S:1:pos:R:3
Sn -0.708 0.512 1.208
C 1.453 2.153 3.047
C 2.766 1.470 2.705
C 3.257 0.597 3.875
C 2.744 0.646 1.468
C 3.907 0.295 0.757
C 3.482 -0.442 -0.339
C 4.453 -0.943 -1.366
C 4.310 -0.243 -2.713
C 4.531 -2.460 -1.498
N 2.138 -0.547 -0.252
N 1.693 0.125 0.840
B 1.140 -1.184 -1.251
N 0.214 -2.205 -0.559
N -0.648 -1.787 0.409
C -1.317 -2.839 0.875
C -0.857 -3.980 0.219
C 0.118 -3.541 -0.688
C 0.839 -4.564 -1.502
C 1.206 -4.271 -2.941
C 2.028 -5.084 -0.682
C -2.367 -2.828 1.936
C -2.020 -1.909 3.106
C -3.709 -2.444 1.302
N 0.349 -0.017 -1.897
N -0.291 0.927 -1.174
C -0.701 1.893 -2.013
C -0.304 1.559 -3.313
C 0.349 0.337 -3.207
C 0.860 -0.481 -4.338
C -0.209 -1.492 -4.790
C 1.341 0.377 -5.495
C -1.429 3.149 -1.662
C -1.916 3.213 -0.225
C -0.530 4.353 -1.982
H 1.612 2.881 3.838
H 1.048 2.676 2.172
H 0.719 1.422 3.411
H 3.532 2.241 2.545
H 2.525 -0.182 4.084
H 4.210 0.128 3.646
H 3.391 1.209 4.764
H 4.915 0.568 0.998
H 5.433 -0.635 -0.969
H 3.399 -0.551 -3.220
H 4.284 0.837 -2.593
H 5.151 -0.501 -3.349
H 3.663 -2.851 -2.022
H 5.410 -2.735 -2.075
H 4.607 -2.932 -0.522
H 1.744 -1.732 -2.088
H -1.172 -4.992 0.380
H 0.135 -5.413 -1.544
H 1.927 -3.462 -3.027
H 1.660 -5.156 -3.379
H 0.330 -4.009 -3.529
H 2.735 -4.274 -0.513
H 1.710 -5.459 0.287
H 2.517 -5.890 -1.220
H -2.445 -3.856 2.305
H -2.337 -0.876 2.900
H -2.539 -2.239 3.998
H -0.944 -1.918 3.308
H -3.657 -1.409 0.950
H -3.942 -3.093 0.461
H -4.509 -2.545 2.032
H -0.487 2.114 -4.209
H 1.710 -1.073 -3.971
H -1.011 -0.973 -5.308
H 0.223 -2.211 -5.478
H -0.630 -2.015 -3.935
H 0.511 0.853 -6.012
H 2.021 1.153 -5.156
H 1.850 -0.243 -6.228
H -2.301 3.210 -2.328
H -1.067 3.207 0.470
H -2.472 4.132 -0.064
H -2.578 2.371 -0.001
H 0.354 4.349 -1.348
H -0.213 4.334 -3.019
H -1.076 5.276 -1.816
C -3.321 5.455 4.339
C -3.375 3.948 4.449
S -3.277 3.210 2.740
O -2.339 2.043 2.783
C -4.931 2.426 2.470
C -5.314 1.442 3.552
H -3.686 5.914 5.259
H -3.960 5.811 3.535
H -2.309 5.818 4.176
H -4.324 3.623 4.873
H -2.551 3.533 5.030
H -4.817 1.915 1.515
H -5.654 3.231 2.350
H -4.479 0.784 3.787
H -6.141 0.831 3.193
H -5.640 1.940 4.459
```

The calculation puts the frontier orbital gap (spin up / spin down) at 4.16 / 3.55 eV. Its multiplicity is 1. The LUMO energy (spin up / spin down) is -11.987 / -12.613 eV. For the energy relative to the best compared isomer or geometry (same formula, charge and spin), the calculation gives 176.7 kJ/mol. The charge is +3.

---

Entry 3:
DFT (the ωB97M-V functional and the def2-TZVPD basis) results for C31H56BrHgN4OP3 as an isolated structure.

```
97
Properties=species:S:1:pos:R:3
C 7.542 -0.190 2.768
C 7.087 0.095 1.467
C 8.040 0.381 0.479
C 9.391 0.427 0.834
N 9.792 0.180 2.080
C 8.911 -0.123 3.033
C 5.685 0.121 1.121
C 4.462 0.085 1.024
C 3.136 0.557 0.898
C 2.054 -0.223 1.305
C 0.782 0.252 1.070
C 0.664 1.602 0.589
C 1.759 2.361 0.185
C 3.014 1.857 0.403
Hg 0.016 0.447 -1.652
P -1.114 -1.685 -1.869
H 7.720 0.581 -0.528
H 6.834 -0.435 3.547
H 10.135 0.685 0.071
H 9.286 -0.311 4.051
H 3.871 2.482 0.182
H 2.273 -1.175 1.793
H 1.626 3.355 -0.203
H -0.083 -0.422 1.231
C -2.802 -1.874 -2.498
C -3.016 -2.817 -3.680
H -3.125 -0.864 -2.791
H -3.422 -2.240 -1.665
H -4.050 -2.809 -4.045
H -2.410 -2.511 -4.534
H -2.796 -3.853 -3.394
C 0.152 -2.201 -3.102
C 1.205 -3.200 -2.643
H 0.684 -1.277 -3.406
H -0.360 -2.584 -3.991
H 2.075 -3.114 -3.313
H 1.588 -2.950 -1.639
H 0.829 -4.229 -2.681
C -1.060 -2.725 -0.384
C -1.514 -4.175 -0.584
H -1.677 -2.207 0.373
H -0.032 -2.708 0.005
H -1.332 -4.764 0.325
H -2.588 -4.243 -0.786
H -0.985 -4.683 -1.402
Br -0.895 2.745 0.886
P 0.115 2.757 -4.160
C -0.152 0.970 -4.554
C -0.665 0.763 -5.978
H -0.931 0.563 -3.867
H 0.819 0.460 -4.425
H -0.606 -0.289 -6.273
H -1.711 1.066 -6.066
H -0.081 1.357 -6.692
C -1.180 3.376 -3.008
C -1.542 4.832 -3.375
H -0.813 3.357 -1.980
H -2.074 2.736 -3.120
H -2.461 5.164 -2.881
H -0.745 5.538 -3.124
H -1.712 4.939 -4.449
C 1.716 2.826 -3.247
C 2.838 3.068 -4.263
H 1.862 1.866 -2.713
H 1.630 3.670 -2.536
H 3.757 3.352 -3.747
H 3.051 2.169 -4.850
H 2.564 3.879 -4.953
C -3.788 -2.117 5.091
N -3.291 -1.985 3.712
C -3.719 -3.050 2.807
P -2.774 -0.531 3.113
O -2.393 -0.572 1.679
N -4.075 0.509 3.579
C -3.807 1.929 3.422
C -5.407 0.112 3.144
N -1.569 0.061 4.098
C -1.726 0.101 5.558
C -0.566 0.977 3.590
H -4.464 -2.993 5.145
H -4.339 -1.221 5.420
H -2.926 -2.301 5.757
H -4.814 -3.162 2.827
H -3.403 -2.842 1.778
H -3.257 -3.984 3.156
H -3.574 2.207 2.392
H -4.722 2.425 3.716
H -2.995 2.263 4.071
H -5.489 0.070 2.053
H -5.694 -0.860 3.559
H -6.071 0.881 3.532
H -1.103 0.925 5.947
H -2.772 0.290 5.850
H -1.380 -0.855 6.000
H 0.439 0.538 3.687
H -0.743 1.206 2.533
H -0.609 1.937 4.116
```

The calculation puts the frontier orbital gap at 5.00 eV. Its multiplicity is 1. The LUMO energy is -8.106 eV. For the energy relative to the best compared isomer or geometry (same formula, charge and spin), the calculation gives 0.0 kJ/mol. The charge is +2.

---

Entry 4:
DFT (the ωB97M-V functional and the def2-TZVPD basis) results for a 6-piece molecular cluster, C31H56NO17 overall.

```
105
Properties=species:S:1:pos:R:3
C -3.846 0.559 -5.113
C -2.723 -0.542 -4.681
C -3.047 -2.009 -5.243
C -1.844 -3.076 -4.971
C -1.157 -2.709 -3.540
O -0.494 -3.845 -2.915
C -0.033 -3.487 -1.604
O 0.443 -4.325 -0.805
C -0.038 -1.953 -1.065
C 1.129 -0.959 -1.390
C 0.958 0.499 -0.835
N -0.222 0.856 -0.099
C -1.307 -0.022 0.242
C -1.270 -1.496 -0.241
H -4.826 0.276 -4.590
H -3.495 1.537 -4.601
H -3.930 0.658 -6.245
H -1.678 -0.153 -5.000
H -2.708 -0.489 -3.522
H -3.175 -1.952 -6.387
H -3.965 -2.438 -4.710
H -2.232 -4.147 -4.888
H -0.996 -2.963 -5.749
H -0.471 -1.813 -3.749
H -2.047 -2.434 -2.849
H 2.041 -1.274 -2.005
H 1.822 1.216 -1.082
H -0.293 1.847 0.215
H -2.235 0.293 0.841
H -2.104 -2.259 -0.036
C 4.183 -9.307 2.673
C 3.249 -10.190 1.866
O 2.071 -9.471 1.476
C 2.222 -8.637 0.435
O 3.240 -8.453 -0.190
O 1.047 -8.018 0.221
C 1.094 -7.030 -0.807
H 3.653 -8.860 3.519
H 5.030 -9.884 3.050
H 4.569 -8.483 2.069
H 2.915 -11.026 2.486
H 3.750 -10.616 0.993
H 1.501 -7.441 -1.734
H 1.684 -6.176 -0.474
H 0.076 -6.695 -0.998
C 3.620 -9.753 9.759
C 2.686 -10.634 8.950
O 1.509 -9.913 8.561
C 1.660 -9.078 7.522
O 2.678 -8.894 6.898
O 0.486 -8.458 7.310
C 0.533 -7.468 6.285
H 3.091 -9.307 10.605
H 4.467 -10.331 10.134
H 4.008 -8.929 9.156
H 2.351 -11.470 9.568
H 3.187 -11.059 8.076
H 0.939 -7.876 5.357
H 1.125 -6.613 6.620
H -0.487 -7.132 6.096
C 2.799 6.484 -2.070
C 2.041 5.192 -2.312
O 1.134 4.917 -1.234
C -0.011 5.622 -1.248
O -0.333 6.439 -2.076
O -0.729 5.278 -0.159
C -1.936 6.026 -0.003
H 3.288 6.465 -1.092
H 3.554 6.639 -2.842
H 2.125 7.344 -2.071
H 2.748 4.359 -2.348
H 1.513 5.207 -3.270
H -2.546 5.992 -0.908
H -1.699 7.059 0.262
H -2.506 5.582 0.814
C 2.845 6.332 3.204
C 1.518 6.955 2.812
O 1.352 8.236 3.430
C 2.026 9.246 2.853
O 2.733 9.163 1.877
O 1.797 10.361 3.565
C 2.531 11.497 3.112
H 2.948 6.302 4.292
H 2.926 5.317 2.810
H 3.684 6.917 2.822
H 0.702 6.323 3.172
H 1.411 7.031 1.726
H 2.376 11.670 2.045
H 3.593 11.365 3.330
H 2.170 12.369 3.658
C -6.852 6.841 -5.350
C -6.556 5.353 -5.365
O -5.186 5.104 -5.709
C -4.297 5.296 -4.723
O -4.552 5.642 -3.593
O -3.069 5.056 -5.214
C -2.016 5.306 -4.287
H -6.558 7.300 -6.297
H -7.916 7.021 -5.182
H -6.290 7.348 -4.563
H -7.165 4.870 -6.133
H -6.807 4.881 -4.410
H -2.176 4.770 -3.349
H -1.924 6.378 -4.107
H -1.087 4.948 -4.733
```

The calculation puts the frontier orbital gap at 6.75 eV. Its multiplicity is 1. The LUMO energy is -5.231 eV. For the energy relative to the best compared isomer or geometry (same formula, charge and spin), the calculation gives 522.0 kJ/mol. The charge is +1.